Density functional theory data (ωB97M-V/def2-TZVPD) for C23H27NO3 in the gas phase.

Its energy above the lowest of the compared OMol25 structures with the same formula, charge and spin is 59.6 kcal per mole. The value obtained for the LUMO energy is 0.644 eV. As for the structure (SMILES): COc1ccc(C(=O)[C@@H]2CCCN(C3Cc4ccccc4C3)C2)cc1OC. As for the HOMO-LUMO gap: 8.6 eV. The electronic energy comes out at -31921.333 eV.

```
! RIJCOSX wB97M-V def2-TZVPD def2/J DEFGRID3
* xyz 0 1
C 5.54 1.61 -0.10
O 4.17 1.80 0.17
C 3.29 0.78 0.17
C 1.98 1.16 0.46
C 0.94 0.26 0.50
C 1.18 -1.09 0.24
C 0.16 -2.16 0.24
O 0.46 -3.31 -0.01
C -1.28 -1.77 0.48
C -2.10 -2.99 0.91
C -3.59 -2.69 0.91
C -4.01 -2.16 -0.47
N -3.26 -0.99 -0.89
C -3.80 0.31 -0.57
C -3.26 1.37 -1.56
C -2.28 2.17 -0.77
C -1.34 3.08 -1.21
C -0.54 3.73 -0.28
C -0.69 3.48 1.07
C -1.63 2.56 1.52
C -2.42 1.91 0.59
C -3.50 0.90 0.83
C -1.84 -1.22 -0.86
C 2.50 -1.48 -0.04
C 3.55 -0.59 -0.09
O 4.84 -0.97 -0.37
C 5.10 -2.33 -0.62
H 5.99 2.60 -0.03
H 5.70 1.21 -1.10
H 6.01 0.95 0.63
H 1.80 2.20 0.65
H -0.05 0.62 0.74
H -1.34 -0.99 1.25
H -1.78 -3.32 1.90
H -1.89 -3.80 0.21
H -3.84 -1.95 1.68
H -4.16 -3.60 1.13
H -5.07 -1.92 -0.49
H -3.82 -2.94 -1.21
H -4.88 0.21 -0.69
H -4.08 2.02 -1.90
H -2.83 0.90 -2.44
H -1.22 3.27 -2.27
H 0.20 4.44 -0.62
H -0.07 4.00 1.78
H -1.74 2.36 2.58
H -4.39 1.39 1.23
H -3.20 0.14 1.55
H -1.32 -0.29 -1.12
H -1.62 -1.96 -1.63
H 2.65 -2.53 -0.24
H 6.17 -2.38 -0.81
H 4.55 -2.68 -1.50
H 4.85 -2.95 0.24
*
```

---

Density functional theory data (ωB97M-V/def2-TZVPD) for a 2-piece molecular cluster, C23H27NO4 overall.

Its energy above the lowest of the compared OMol25 structures with the same formula, charge and spin is 67.6 kcal per mole. The value obtained for the LUMO energy is -2.240 eV. As for the HOMO-LUMO gap: 3.7 eV. The electronic energy comes out at -33967.428 eV.

```
! RIJCOSX wB97M-V def2-TZVPD def2/J DEFGRID3
* xyz 0 1
C -2.73 -2.33 2.49
N -1.40 -1.70 2.44
C -1.27 -0.37 3.06
C -0.37 -2.42 2.02
C 1.03 -2.21 2.34
C 1.47 -1.68 3.59
C 2.79 -1.32 3.79
C 3.76 -1.55 2.80
C 5.18 -1.10 3.00
C 3.37 -2.22 1.63
C 2.04 -2.59 1.42
H -3.45 -1.62 2.89
H -3.08 -2.68 1.51
H -2.68 -3.21 3.15
H -2.27 0.08 3.09
H -0.89 -0.48 4.09
H -0.61 0.31 2.49
H -0.65 -3.31 1.42
H 0.75 -1.60 4.42
H 3.12 -0.89 4.74
H 5.76 -1.30 2.10
H 5.20 -0.02 3.19
H 5.67 -1.58 3.86
H 4.14 -2.49 0.90
H 1.74 -3.20 0.56
C -0.35 3.49 -1.41
C -1.86 3.69 -1.31
C -2.24 5.12 -0.91
O -2.50 3.49 -2.61
C -2.32 2.23 -3.11
O -2.24 2.06 -4.32
C -2.23 1.14 -2.14
C -2.20 -0.21 -2.72
C -0.77 -0.64 -3.02
C -0.04 -1.17 -1.96
C 1.32 -1.43 -2.11
C 1.94 -1.18 -3.34
C 1.21 -0.61 -4.39
C -0.14 -0.32 -4.22
C -2.33 1.42 -0.74
O -2.32 0.58 0.16
O -2.46 2.77 -0.38
H -0.09 2.49 -1.79
H 0.05 4.24 -2.09
H 0.07 3.61 -0.41
H -3.32 5.25 -0.97
H -1.92 5.32 0.11
H -1.76 5.82 -1.59
H -2.67 -0.92 -2.02
H -2.75 -0.11 -3.67
H -0.56 -1.30 -1.01
H 1.89 -1.81 -1.25
H 3.00 -1.39 -3.46
H 1.71 -0.37 -5.34
H -0.73 0.21 -4.98
*
```

---

Density functional theory data (ωB97M-V/def2-TZVPD) for C23H27NO6 in the gas phase.

Its energy above the lowest of the compared OMol25 structures with the same formula, charge and spin is 64.8 kcal per mole. The value obtained for the LUMO energy is 0.544 eV. As for the structure (SMILES): COc1cc(O)c([C@H](CC(=O)N2CCCCC2)c2ccc3c(c2)OCO3)c(OC)c1. As for the HOMO-LUMO gap: 8.1 eV. The electronic energy comes out at -38063.766 eV.

```
! RIJCOSX wB97M-V def2-TZVPD def2/J DEFGRID3
* xyz 0 1
C 3.87 -2.28 -3.08
O 2.50 -1.98 -3.05
C 1.98 -1.38 -1.94
C 0.62 -1.10 -1.99
C -0.01 -0.48 -0.92
O -1.33 -0.21 -0.96
C 0.71 -0.13 0.23
C 0.07 0.64 1.36
C -0.75 -0.24 2.34
C -1.68 -1.26 1.70
O -2.86 -1.01 1.53
N -1.17 -2.48 1.38
C 0.12 -3.02 1.73
C 0.75 -3.79 0.57
C -0.20 -4.86 0.05
C -1.52 -4.21 -0.32
C -2.10 -3.49 0.89
C -0.69 1.83 0.80
C -2.07 1.94 0.81
C -2.71 3.06 0.28
C -1.93 4.05 -0.27
C -0.54 3.93 -0.29
C 0.10 2.84 0.24
O 0.00 5.05 -0.89
C -1.10 5.86 -1.24
O -2.30 5.24 -0.85
C 2.07 -0.43 0.27
O 2.72 -0.09 1.42
C 4.11 -0.30 1.51
C 2.71 -1.05 -0.81
H 4.06 -2.73 -4.05
H 4.48 -1.37 -2.98
H 4.15 -2.98 -2.29
H 0.07 -1.37 -2.87
H -1.71 -0.51 -1.80
H 0.89 1.05 1.96
H -1.38 0.42 2.93
H -0.06 -0.74 3.02
H 0.80 -2.22 2.02
H 0.00 -3.71 2.59
H 1.69 -4.23 0.90
H 0.97 -3.08 -0.24
H 0.24 -5.36 -0.82
H -0.37 -5.61 0.83
H -2.24 -4.96 -0.67
H -1.36 -3.49 -1.13
H -3.03 -2.98 0.65
H -2.29 -4.22 1.69
H -2.67 1.14 1.20
H -3.79 3.14 0.29
H 1.18 2.77 0.21
H -1.01 6.84 -0.73
H -1.11 6.03 -2.33
H 4.37 -1.36 1.45
H 4.65 0.25 0.74
H 4.40 0.08 2.49
H 3.76 -1.26 -0.76
*
```

---

Density functional theory data (ωB97M-V/def2-TZVPD) for C23H28BBr12Cl2O4 as an isolated structure.

The value obtained for the LUMO energy is 1.198 eV. As for the HOMO-LUMO gap: 5.8 eV. The electronic energy comes out at -898726.743 eV.

```
! RIJCOSX wB97M-V def2-TZVPD def2/J DEFGRID3
* xyz -1 1
C -1.58 -2.99 1.70
C -1.34 -1.88 2.01
C -1.04 -0.51 2.40
C -2.31 0.31 2.30
C -3.47 -0.25 3.11
C -4.76 -0.40 2.33
O -5.15 -1.79 2.33
C -6.23 -2.10 1.63
C -6.60 -3.52 1.82
O -6.84 -1.32 0.94
O -0.07 -0.07 1.51
B 0.61 1.07 2.20
C 2.26 1.22 2.02
C 3.01 0.23 1.21
C 2.68 -1.12 1.15
C 3.42 -2.01 0.41
C 4.54 -1.61 -0.29
C 4.88 -0.28 -0.25
C 4.12 0.62 0.48
O 0.15 0.98 3.62
C -0.47 -0.27 3.83
C 0.60 -1.30 4.28
Cl 1.83 -0.54 5.33
C 0.13 -2.47 5.16
C 1.07 -3.65 5.06
Cl -1.54 -2.99 4.85
H -1.67 -3.99 1.37
H -2.09 1.31 2.64
H -2.56 0.40 1.26
H -3.23 -1.19 3.58
H -3.69 0.44 3.90
H -5.57 0.16 2.78
H -4.65 -0.04 1.32
H -7.26 -3.62 2.66
H -7.03 -3.89 0.90
H -5.71 -4.09 2.05
H 0.12 2.14 1.75
H 2.67 1.26 3.02
H 2.45 2.19 1.58
H 1.82 -1.48 1.67
H 3.12 -3.04 0.41
H 5.13 -2.31 -0.83
H 5.75 0.07 -0.78
H 4.42 1.65 0.50
H -1.17 -0.14 4.63
H 1.15 -1.68 3.44
H 0.15 -2.14 6.17
H 0.66 -4.42 4.44
H 1.99 -3.35 4.60
H 1.32 -4.05 6.03
C -0.54 1.41 -3.03
Br -0.11 2.95 -4.11
Br 0.96 0.89 -1.97
Br -2.14 1.68 -2.00
H -0.74 0.60 -3.71
C 3.00 -0.64 -4.83
Br 4.34 -0.88 -6.19
Br 1.43 -1.70 -5.21
Br 3.68 -0.97 -3.06
H 2.69 0.39 -4.87
C 1.22 2.43 -8.33
Br 3.10 2.67 -8.65
Br 0.88 0.91 -7.20
Br 0.41 4.04 -7.66
H 0.76 2.21 -9.29
C 1.31 8.06 -8.09
Br 2.85 6.99 -8.53
Br 0.72 7.75 -6.29
Br 1.63 9.92 -8.43
H 0.51 7.75 -8.75
*
```